1.
C16H23K2N4O9S | ωB97M-V/def2-TZVPD

Summary:
- E_HOMO: -0.346 hartree
- Orbital gap: 0.2089 Eh
- Charge: +1
- Calculated total energy: -3117.4123 a.u.
- Largest force on an atom: 6.49 eV Å⁻¹

Element x y z (Å)
K (-7.334, -5.658, -15.041)
K (-7.859, -4.575, -19.295)
O (-11.485, -4.554, -16.715)
C (-10.344, -3.926, -16.728)
O (-10.457, -2.690, -16.805)
O (-9.318, -4.605, -16.847)
H (-11.842, -3.681, -16.897)
C (-8.600, -1.633, -14.237)
N (-7.194, -1.977, -13.894)
O (-6.985, -3.136, -13.473)
O (-6.353, -1.130, -14.262)
H (-9.246, -2.476, -13.991)
H (-8.743, -1.532, -15.313)
H (-8.843, -0.705, -13.720)
C (-14.612, -1.759, -19.551)
C (-14.758, -2.573, -18.312)
O (-14.085, -3.704, -18.514)
S (-13.325, -3.937, -19.948)
O (-14.174, -4.724, -20.824)
O (-11.908, -4.231, -19.771)
O (-13.484, -2.289, -20.164)
H (-14.416, -0.718, -19.294)
H (-15.461, -1.715, -20.233)
H (-15.791, -2.834, -18.081)
H (-14.311, -2.154, -17.411)
N (-12.600, 2.313, -15.096)
C (-11.942, 1.235, -14.436)
C (-11.821, 0.313, -15.377)
C (-12.277, 0.664, -16.634)
C (-12.730, 1.953, -16.458)
H (-12.836, 3.220, -14.719)
H (-11.640, 1.355, -13.406)
H (-11.433, -0.685, -15.240)
H (-12.334, 0.031, -17.507)
H (-13.176, 2.703, -17.095)
N (-8.735, -1.829, -18.841)
C (-9.331, -2.089, -20.108)
C (-8.448, -1.935, -21.113)
C (-7.272, -1.524, -20.464)
C (-7.441, -1.563, -19.099)
H (-9.221, -1.897, -17.958)
H (-10.369, -2.389, -20.137)
H (-8.687, -2.011, -22.163)
H (-6.374, -1.332, -21.034)
H (-6.806, -1.249, -18.284)
N (-14.946, -7.492, -16.082)
C (-15.149, -8.685, -15.582)
C (-14.427, -8.670, -14.345)
C (-13.899, -7.437, -14.162)
C (-14.222, -6.655, -15.321)
H (-15.445, -7.201, -16.911)
H (-15.741, -9.472, -16.026)
H (-14.365, -9.517, -13.678)
H (-13.343, -7.069, -13.313)
H (-14.059, -5.638, -15.645)

=====

2.
C16H23N2O3 | ωB97M-V/def2-TZVPD

Summary:
- E_HOMO: -0.105 hartree
- Orbital gap: 0.1543 Eh
- Charge: -1
- Calculated total energy: -958.4354 a.u.
- Largest force on an atom: 5.54 eV Å⁻¹

Element x y z (Å)
C (-3.687, -2.873, -3.946)
C (-2.688, -2.090, -2.940)
O (-1.671, -2.992, -2.406)
C (-1.153, -2.387, -1.162)
C (0.435, -2.573, -1.005)
O (0.858, -3.406, 0.105)
C (0.454, -2.863, 1.380)
C (1.148, -1.479, 1.773)
C (0.488, -0.134, 1.300)
C (1.163, 1.193, 1.738)
C (2.479, 1.264, 2.623)
N (2.989, 2.573, 2.935)
C (4.171, 2.470, 3.728)
C (4.793, 1.136, 4.229)
N (4.289, -0.164, 3.928)
C (3.122, -0.068, 3.089)
C (2.443, -1.430, 2.648)
H (-3.166, -3.870, -4.226)
H (-3.906, -2.245, -4.891)
H (-4.672, -3.099, -3.384)
H (-3.303, -1.555, -2.138)
H (-2.111, -1.300, -3.564)
H (-1.780, -2.834, -0.316)
H (-1.337, -1.249, -1.291)
H (0.959, -1.541, -1.035)
H (0.793, -3.116, -1.966)
H (0.789, -3.635, 2.179)
H (-0.674, -2.735, 1.519)
H (-0.473, -0.112, 0.682)
H (0.635, 2.161, 1.398)
H (4.693, 3.452, 4.024)
H (5.738, 1.207, 4.885)
H (2.889, -2.427, 3.011)
C (-0.376, 3.566, -1.980)
C (-1.708, 2.925, -1.542)
C (-2.054, 3.411, -0.121)
O (-1.538, 1.599, -1.499)
H (0.453, 3.301, -1.313)
H (-0.102, 3.260, -2.996)
H (-0.457, 4.662, -1.980)
H (-2.483, 3.356, -2.206)
H (-1.283, 3.141, 0.611)
H (-3.006, 2.993, 0.223)
H (-2.153, 4.506, -0.101)

=====

3.
C16H23N5O8RuS | ωB97M-V/def2-TZVPD

Summary:
- E_HOMO (alpha / beta): -0.314 / -0.316 hartree
- Spin multiplicity: 5
- Orbital gap (alpha / beta): 0.3102 / 0.2501 Eh
- Charge: 0
- Calculated total energy: -1992.0715 a.u.
- Largest force on an atom: 0.64 eV Å⁻¹

Element x y z (Å)
Ru (-0.633, 0.244, 0.225)
O (0.417, -0.928, 3.779)
C (0.697, -0.209, 2.851)
O (-0.181, 0.535, 2.208)
C (2.115, -0.054, 2.384)
C (3.107, -0.117, 3.334)
C (4.438, 0.025, 2.958)
C (4.786, 0.206, 1.641)
C (3.787, 0.272, 0.688)
C (2.410, 0.131, 1.002)
O (1.504, 0.091, 0.090)
N (4.235, 0.471, -0.686)
O (3.506, 1.078, -1.450)
O (5.359, 0.116, -0.971)
N (5.488, -0.021, 3.971)
O (5.151, -0.205, 5.122)
O (6.637, 0.105, 3.599)
H (2.849, -0.290, 4.369)
H (5.822, 0.302, 1.350)
N (1.397, 1.007, -3.752)
C (0.593, 0.944, -2.684)
O (-0.130, -0.039, -2.488)
C (0.570, 2.144, -1.766)
C (-0.573, 2.101, -0.758)
H (1.571, 0.153, -4.257)
H (2.128, 1.699, -3.766)
H (0.519, 3.045, -2.386)
H (1.537, 2.150, -1.262)
H (-1.522, 2.361, -1.218)
H (-0.387, 2.767, 0.091)
C (-1.839, -3.310, -3.069)
N (-1.296, -2.614, -1.920)
C (-1.307, -3.093, -0.688)
N (-1.819, -4.318, -0.476)
S (-0.713, -2.239, 0.669)
H (-1.796, -2.638, -3.922)
H (-2.882, -3.585, -2.900)
H (-1.262, -4.206, -3.313)
H (-0.844, -1.711, -2.069)
H (-1.999, -4.955, -1.233)
H (-1.796, -4.681, 0.461)
C (-3.560, 0.981, 1.845)
C (-3.540, 1.224, 0.339)
C (-4.960, 1.123, -0.226)
C (-2.635, 0.237, -0.401)
H (-4.131, 1.761, 2.352)
H (-2.563, 0.959, 2.290)
H (-4.037, 0.022, 2.065)
H (-3.188, 2.244, 0.156)
H (-5.374, 0.130, -0.034)
H (-4.976, 1.294, -1.303)
H (-5.618, 1.856, 0.243)
H (-2.647, 0.416, -1.478)
H (-2.993, -0.781, -0.215)

=====

4.
C16H23N9O6S2V | ωB97M-V/def2-TZVPD

Summary:
- E_HOMO (alpha / beta): -0.545 / -0.545 hartree
- Spin multiplicity: 2
- Orbital gap (alpha / beta): 0.2716 / 0.2909 Eh
- Charge: +2
- Calculated total energy: -3307.3769 a.u.
- Energy above the lowest of the compared OMol25 structures with the same formula, charge and spin: 0.00 kJ/mol
- Largest force on an atom: 0.97 eV Å⁻¹

Element x y z (Å)
V (0.765, 0.560, 0.031)
N (-0.672, -2.033, -1.600)
N (0.575, -2.505, -2.036)
C (1.665, -1.745, -1.892)
N (2.862, -2.245, -2.145)
N (1.460, -0.446, -1.586)
N (2.421, 0.174, -0.776)
O (2.266, 1.497, -0.756)
O (2.983, -0.437, 0.163)
H (-1.162, -2.805, -1.161)
H (-1.216, -1.722, -2.400)
H (0.630, -3.365, -2.564)
H (3.006, -3.234, -2.276)
H (3.681, -1.661, -2.092)
C (-8.268, 4.516, 1.016)
C (-6.846, 3.965, 0.975)
S (-5.757, 5.178, 0.266)
O (-6.086, 5.333, -1.125)
O (-5.686, 6.300, 1.154)
C (-4.119, 4.425, 0.298)
C (-3.896, 3.500, -0.884)
N (-2.485, 3.054, -0.948)
C (-1.978, 1.955, -0.373)
N (-0.666, 1.854, -0.636)
C (-0.323, 2.933, -1.424)
C (-1.441, 3.663, -1.619)
N (-1.530, 4.913, -2.347)
O (-2.526, 5.580, -2.180)
O (-0.580, 5.170, -3.045)
C (-2.746, 0.996, 0.464)
H (-8.931, 3.761, 1.433)
H (-8.614, 4.768, 0.015)
H (-8.316, 5.406, 1.640)
H (-6.788, 3.067, 0.354)
H (-6.473, 3.743, 1.976)
H (-3.966, 3.941, 1.264)
H (-3.455, 5.288, 0.232)
H (-4.124, 4.015, -1.812)
H (-4.509, 2.603, -0.841)
H (0.670, 3.104, -1.800)
H (-3.789, 0.946, 0.164)
H (-2.708, 1.289, 1.516)
H (-2.325, -0.004, 0.368)
S (-0.139, -0.593, 4.316)
C (-0.148, -0.727, 2.637)
N (0.175, 0.357, 1.965)
C (0.491, 1.410, 2.839)
C (0.905, 2.694, 2.475)
C (1.204, 3.582, 3.485)
C (1.081, 3.221, 4.835)
C (0.663, 1.962, 5.204)
C (0.374, 1.055, 4.183)
H (-0.390, -1.659, 2.147)
H (0.995, 3.001, 1.439)
H (1.537, 4.579, 3.233)
H (1.323, 3.946, 5.599)
H (0.569, 1.686, 6.245)

=====

5.
C16H23NO2 | ωB97M-V/def2-TZVPD

Summary:
- E_HOMO: -0.320 hartree
- Orbital gap: 0.3503 Eh
- Charge: 0
- Calculated total energy: -828.7437 a.u.
- Energy above the lowest of the compared OMol25 structures with the same formula, charge and spin: 8.35 kJ/mol
- Largest force on an atom: 0.69 eV Å⁻¹
- Structure (SMILES): O=C(CC1CCCCC1)NCCOc1ccccc1

Element x y z (Å)
O (-1.273, 3.240, 0.477)
C (-1.033, 2.362, -0.324)
N (0.235, 2.037, -0.688)
H (0.385, 1.189, -1.211)
C (1.373, 2.560, 0.032)
H (1.135, 3.584, 0.329)
H (2.237, 2.556, -0.635)
C (1.650, 1.733, 1.298)
O (1.808, 0.360, 1.012)
C (2.962, -0.095, 0.443)
C (2.948, -1.440, 0.070)
C (4.062, -2.018, -0.501)
C (5.209, -1.267, -0.713)
C (5.225, 0.064, -0.343)
C (4.112, 0.657, 0.231)
H (4.160, 1.698, 0.512)
H (6.113, 0.658, -0.500)
H (6.081, -1.719, -1.161)
H (4.037, -3.060, -0.784)
H (2.049, -2.009, 0.245)
H (2.512, 2.134, 1.842)
H (0.772, 1.782, 1.947)
C (-2.109, 1.552, -1.018)
H (-1.752, 1.173, -1.977)
H (-2.959, 2.214, -1.194)
C (-2.569, 0.386, -0.126)
C (-3.830, -0.257, -0.709)
C (-4.316, -1.404, 0.172)
C (-3.225, -2.458, 0.327)
C (-1.965, -1.827, 0.910)
C (-1.479, -0.677, 0.031)
H (-0.583, -0.244, 0.479)
H (-1.213, -1.069, -0.956)
H (-1.178, -2.578, 1.001)
H (-2.180, -1.447, 1.911)
H (-3.574, -3.264, 0.977)
H (-2.997, -2.891, -0.650)
H (-4.585, -1.014, 1.157)
H (-5.210, -1.852, -0.266)
H (-4.617, 0.494, -0.802)
H (-3.610, -0.637, -1.710)
H (-2.808, 0.793, 0.862)

=====

6.
C16H24BBeCl6F10N5O4S2 | ωB97M-V/def2-TZVPD

Summary:
- E_HOMO: -0.384 hartree
- Orbital gap: 0.0642 Eh
- Charge: 0
- Calculated total energy: -5794.2593 a.u.
- Energy above the lowest of the compared OMol25 structures with the same formula, charge and spin: 29.26 kJ/mol
- Largest force on an atom: 5.76 eV Å⁻¹

Element x y z (Å)
Be (-0.963, -1.043, -4.694)
B (-4.779, -0.369, -7.305)
F (-4.769, -0.323, -5.941)
F (-5.389, 0.832, -7.719)
F (-3.477, -0.339, -7.738)
F (-5.283, -1.518, -7.771)
C (2.209, -0.516, 0.806)
F (2.943, 0.044, 1.794)
F (2.813, -1.575, 0.273)
F (1.045, -0.859, 1.367)
S (1.908, 0.823, -0.656)
O (2.528, 2.046, -0.153)
O (2.557, 0.386, -1.884)
N (0.144, 0.790, -0.915)
S (-0.291, 1.849, 0.160)
O (0.183, 1.704, 1.507)
O (-0.188, 3.243, -0.289)
C (-2.229, 1.527, 0.306)
F (-2.503, 0.523, 1.187)
F (-2.913, 2.645, 0.648)
F (-2.662, 1.154, -0.885)
C (5.277, -2.510, 8.407)
C (5.080, -1.292, 9.210)
N (4.911, -0.304, 9.817)
H (6.217, -3.038, 8.566)
H (5.219, -2.215, 7.360)
H (4.508, -3.275, 8.516)
C (-5.033, 2.826, 6.124)
C (-4.078, 3.886, 5.929)
N (-3.352, 4.800, 5.729)
H (-6.026, 3.275, 6.139)
H (-4.805, 2.350, 7.077)
H (-5.090, 2.146, 5.274)
C (2.724, 7.473, 1.327)
C (4.100, 7.857, 1.677)
N (5.201, 8.120, 1.972)
H (2.693, 6.919, 0.389)
H (2.116, 8.354, 1.121)
H (2.339, 6.902, 2.171)
C (-4.582, -5.400, 1.139)
C (-4.120, -4.535, 0.038)
N (-3.748, -3.860, -0.843)
H (-4.138, -5.165, 2.106)
H (-4.199, -6.381, 0.857)
H (-5.672, -5.378, 1.133)
Cl (7.515, -3.593, -5.242)
C (8.650, -2.242, -4.867)
C (8.859, -1.255, -5.997)
Cl (9.219, -2.135, -7.536)
H (9.637, -2.647, -4.643)
H (8.238, -1.597, -4.092)
H (9.588, -0.477, -5.770)
H (7.973, -0.635, -6.138)
Cl (2.143, -9.318, 1.371)
C (1.735, -7.569, 1.598)
C (1.393, -7.303, 3.118)
Cl (2.877, -7.383, 4.110)
H (0.856, -7.457, 0.963)
H (2.487, -6.949, 1.109)
H (0.649, -8.012, 3.481)
H (0.977, -6.311, 3.294)
Cl (-9.030, 5.285, -3.471)
C (-7.414, 4.894, -4.104)
C (-7.248, 5.445, -5.490)
Cl (-7.222, 7.244, -5.439)
H (-7.326, 3.809, -4.059)
H (-6.639, 5.285, -3.444)
H (-8.058, 5.154, -6.159)
H (-6.284, 5.188, -5.929)

=====

7.
C16H24BIIrN6 | ωB97M-V/def2-TZVPD

Summary:
- E_HOMO: -0.433 hartree
- Orbital gap: 0.2802 Eh
- Charge: +1
- Calculated total energy: -1379.3852 a.u.
- Energy above the lowest of the compared OMol25 structures with the same formula, charge and spin: 0.00 kJ/mol
- Largest force on an atom: 0.68 eV Å⁻¹

Element x y z (Å)
Ir (-1.103, -1.035, -1.056)
C (-2.536, -2.858, 1.661)
C (-1.561, -1.755, 1.889)
C (-1.102, -1.296, 3.119)
C (-0.168, -0.313, 2.853)
C (0.659, 0.485, 3.803)
N (-0.072, -0.190, 1.524)
N (-0.936, -1.050, 0.925)
B (0.832, 0.707, 0.660)
N (-0.101, 1.573, -0.203)
N (-0.937, 0.957, -1.076)
C (-1.548, 1.898, -1.807)
C (-2.478, 1.612, -2.939)
C (-1.107, 3.145, -1.367)
C (-0.193, 2.902, -0.356)
C (0.617, 3.870, 0.436)
N (1.658, -0.220, -0.255)
N (1.014, -1.058, -1.109)
C (1.936, -1.769, -1.760)
C (1.577, -2.802, -2.773)
C (3.203, -1.370, -1.326)
C (2.988, -0.392, -0.373)
C (3.982, 0.384, 0.423)
H (-2.670, -3.412, 2.587)
H (-2.179, -3.549, 0.902)
H (-3.514, -2.486, 1.359)
H (-1.400, -1.659, 4.088)
H (0.414, 0.199, 4.823)
H (0.475, 1.553, 3.688)
H (1.723, 0.311, 3.642)
H (1.552, 1.375, 1.334)
H (-2.352, 0.600, -3.322)
H (-2.277, 2.304, -3.754)
H (-3.518, 1.750, -2.642)
H (-1.405, 4.104, -1.756)
H (0.338, 4.884, 0.161)
H (1.682, 3.741, 0.243)
H (0.456, 3.744, 1.507)
H (0.496, -2.868, -2.898)
H (1.947, -3.781, -2.468)
H (2.022, -2.565, -3.739)
H (4.154, -1.748, -1.661)
H (4.987, 0.068, 0.156)
H (3.843, 0.226, 1.493)
H (3.895, 1.454, 0.232)
I (-2.802, -2.962, -1.948)
C (-3.140, -1.051, -1.064)
H (-3.623, -1.194, -0.105)
H (-3.728, -0.462, -1.755)

=====

8.
C16H24ClKO16 | ωB97M-V/def2-TZVPD

Summary:
- E_HOMO: -0.384 hartree
- Orbital gap: 0.3007 Eh
- Charge: 0
- Calculated total energy: -2887.7831 a.u.
- Energy above the lowest of the compared OMol25 structures with the same formula, charge and spin: 0.00 kJ/mol
- Largest force on an atom: 5.26 eV Å⁻¹

Element x y z (Å)
K (12.496, 3.924, 5.900)
Cl (13.494, 5.429, 9.329)
O (13.962, 6.737, 9.822)
O (12.018, 5.479, 9.199)
O (14.057, 5.167, 8.057)
O (13.835, 4.396, 10.287)
C (8.473, 6.711, 8.387)
C (8.613, 7.988, 7.607)
C (9.410, 7.841, 6.355)
O (8.433, 8.215, 5.267)
C (7.318, 8.630, 5.878)
O (6.374, 9.143, 5.319)
O (7.375, 8.456, 7.240)
H (8.182, 5.850, 7.786)
H (7.693, 6.891, 9.126)
H (9.470, 6.587, 8.809)
H (9.212, 8.697, 8.178)
H (9.818, 6.860, 6.110)
H (10.341, 8.408, 6.371)
C (11.296, 6.395, 12.951)
C (10.056, 5.919, 12.264)
C (9.933, 4.442, 12.230)
O (8.598, 4.277, 12.694)
C (8.046, 5.445, 13.019)
O (6.994, 5.596, 13.633)
O (8.929, 6.416, 12.868)
H (11.382, 7.481, 12.948)
H (12.079, 6.067, 12.268)
H (11.390, 6.037, 13.977)
H (10.015, 6.232, 11.220)
H (10.673, 3.854, 12.773)
H (9.948, 3.989, 11.239)
C (16.187, 5.935, 13.104)
C (15.148, 5.192, 13.954)
C (14.633, 3.848, 13.457)
O (14.535, 3.048, 14.556)
C (15.488, 3.437, 15.378)
O (15.834, 2.843, 16.358)
O (15.953, 4.653, 15.024)
H (17.082, 5.325, 12.985)
H (16.527, 6.838, 13.612)
H (15.764, 6.341, 12.185)
H (14.390, 5.800, 14.448)
H (15.239, 3.438, 12.649)
H (13.613, 3.850, 13.074)
C (12.254, 9.516, 10.390)
C (13.417, 10.049, 11.307)
C (14.884, 9.579, 11.127)
O (15.736, 10.796, 11.193)
C (14.968, 11.783, 11.046)
O (15.388, 12.938, 10.932)
O (13.671, 11.379, 10.977)
H (12.558, 9.576, 9.345)
H (11.313, 10.028, 10.191)
H (12.094, 8.472, 10.661)
H (13.084, 10.037, 12.344)
H (14.921, 9.209, 10.102)
H (15.231, 8.747, 11.738)